Density functional theory data (ωB97M-V with the def2-TZVPD basis set) for a molecular structure, C39H42I2N3OSiTi at a distorted geometry.

For the energy relative to the best compared isomer or geometry (same formula, charge and spin), the calculation gives 0.695 eV. For the HOMO energy, the calculation gives -10.7 eV. The gap between HOMO and LUMO is 7.45 eV.

ORCA input file:
```
! wB97M-V def2-TZVPD RIJCOSX def2/J DEFGRID3
* xyz 1 1
Ti 0.287 -0.244 -0.359
I -5.590 -2.316 -4.896
C -3.879 -1.638 -3.865
C -3.200 -0.531 -4.345
C -2.089 -0.091 -3.665
I -1.101 1.648 -4.311
C -1.586 -0.732 -2.520
O -0.475 -0.327 -1.960
C -2.339 -1.821 -2.021
C -1.926 -2.539 -0.755
N -1.414 -1.620 0.267
C -2.505 -0.856 0.876
C -2.800 0.417 0.124
C -4.108 0.847 -0.058
C -4.337 2.092 -0.622
C -3.246 2.857 -1.002
C -1.979 2.324 -0.828
N -1.751 1.134 -0.285
C -3.463 -2.262 -2.701
H -3.540 -0.015 -5.229
H -2.802 -3.082 -0.362
H -1.153 -3.289 -0.969
H -0.958 -2.178 0.993
H -3.417 -1.466 0.943
H -2.204 -0.556 1.888
H -4.933 0.223 0.251
H -5.342 2.459 -0.760
H -3.371 3.843 -1.421
H -1.101 2.876 -1.124
H -3.998 -3.124 -2.328
C 3.431 1.568 2.339
C 2.651 1.971 1.126
C 2.703 1.205 -0.045
C 2.050 1.628 -1.213
C 2.389 1.023 -2.550
C 1.302 2.808 -1.167
C 1.215 3.570 -0.005
C 0.436 4.851 0.012
C 1.909 3.144 1.123
H 4.497 1.694 2.157
H 3.249 0.525 2.592
H 3.160 2.182 3.194
H 3.373 0.353 -0.089
H 3.355 1.423 -2.864
H 1.661 1.303 -3.307
H 2.474 -0.063 -2.522
H 0.870 3.178 -2.089
H 1.008 5.643 0.492
H -0.490 4.729 0.575
H 0.183 5.173 -0.996
H 1.886 3.753 2.014
C 0.133 0.482 1.506
C -0.404 1.038 2.450
C -1.133 1.702 3.471
C -2.103 1.015 4.208
C -2.897 1.694 5.111
C -2.717 3.054 5.312
C -1.759 3.743 4.583
C -0.976 3.075 3.663
H -2.229 -0.051 4.072
H -3.663 1.159 5.654
H -3.322 3.574 6.039
H -1.631 4.809 4.719
H -0.238 3.604 3.077
C 1.877 -4.538 0.583
Si 2.051 -2.692 1.056
C 1.018 -2.389 2.639
C 3.897 -2.360 1.459
N 1.443 -1.726 -0.288
C 1.973 -2.156 -1.520
C 3.354 -2.129 -1.759
C 3.894 -2.637 -2.925
C 3.077 -3.164 -3.909
C 1.707 -3.176 -3.708
C 1.167 -2.698 -2.528
H 2.133 -5.166 1.430
H 2.558 -4.791 -0.224
H 0.873 -4.810 0.265
H 1.573 -2.769 3.489
H 0.073 -2.928 2.636
H 0.823 -1.336 2.825
H 4.101 -2.546 2.509
H 4.201 -1.338 1.250
H 4.535 -3.029 0.887
H 4.008 -1.691 -1.025
H 4.963 -2.622 -3.065
H 3.499 -3.556 -4.819
H 1.049 -3.590 -4.459
H 0.099 -2.753 -2.397
*
```

***

Density functional theory data (ωB97M-V with the def2-TZVPD basis set) for a molecular structure, C39H42N3O4PPtTe at a distorted geometry.

For the energy relative to the best compared isomer or geometry (same formula, charge and spin), the calculation gives 0.051 eV. For the HOMO energy (spin up / spin down), the calculation gives -19.0 / -19.0 eV. The gap between HOMO and LUMO (spin up / spin down) is 5.99 / 5.99 eV.

ORCA input file:
```
! wB97M-V def2-TZVPD RIJCOSX def2/J DEFGRID3
* xyz 4 1
Pt -0.417 0.196 -0.030
C 4.037 0.357 1.557
N 3.029 -0.527 2.164
C 3.500 -1.396 3.253
C 1.794 -0.508 1.749
O 1.412 0.321 0.855
C 0.764 -1.440 2.338
O -0.319 -1.636 1.421
C -0.308 -2.898 0.739
C 0.254 -2.731 -0.669
O 0.443 -1.554 -1.089
N 0.525 -3.788 -1.394
C 0.276 -5.172 -0.980
C 1.098 -3.654 -2.738
H 4.165 1.254 2.164
H 4.984 -0.177 1.526
H 3.737 0.631 0.552
H 4.377 -0.935 3.699
H 2.750 -1.507 4.032
H 3.789 -2.375 2.870
H 1.196 -2.392 2.637
H 0.346 -0.959 3.227
H 0.272 -3.622 1.309
H -1.340 -3.248 0.697
H -0.169 -5.239 0.007
H -0.404 -5.638 -1.694
H 1.211 -5.730 -0.990
H 1.425 -2.634 -2.904
H 1.943 -4.334 -2.827
H 0.354 -3.936 -3.484
O -2.845 -1.118 -0.202
N -2.217 -0.050 -0.865
C -2.938 0.573 -1.721
C -2.539 1.642 -2.595
C -3.481 2.005 -3.564
C -3.165 2.917 -4.558
C -1.893 3.461 -4.610
C -0.943 3.119 -3.645
C -1.256 2.236 -2.624
P 0.038 1.964 -1.402
C 1.493 1.541 -2.325
C 1.367 0.488 -3.246
C 2.418 0.187 -4.090
C 3.593 0.931 -4.024
C 3.715 1.982 -3.125
C 2.667 2.299 -2.274
C 0.284 3.467 -0.482
C -0.445 4.626 -0.770
C -0.079 5.827 -0.179
C 0.984 5.871 0.713
C 1.676 4.709 1.041
C 1.336 3.507 0.443
H -2.925 -1.846 -0.841
H -3.953 0.207 -1.856
H -4.466 1.553 -3.554
H -3.907 3.184 -5.299
H -1.624 4.153 -5.397
H 0.047 3.556 -3.699
H 0.443 -0.075 -3.307
H 2.319 -0.608 -4.818
H 4.412 0.701 -4.693
H 4.619 2.576 -3.102
H 2.758 3.146 -1.607
H -1.261 4.614 -1.481
H -0.619 6.729 -0.434
H 1.277 6.814 1.154
H 2.502 4.748 1.739
H 1.893 2.608 0.666
Te -2.115 1.842 1.668
C -1.124 3.263 2.793
C -0.373 3.091 3.957
C -0.015 4.215 4.679
C -0.400 5.487 4.259
C -1.138 5.649 3.098
C -1.492 4.537 2.347
C -2.553 0.256 2.923
C -3.774 -0.349 2.595
C -4.287 -1.350 3.403
C -3.577 -1.759 4.523
C -2.351 -1.170 4.835
C -1.833 -0.162 4.044
H -0.076 2.123 4.325
H 0.552 4.095 5.592
H -0.126 6.351 4.851
H -1.453 6.634 2.779
H -2.085 4.673 1.449
H -4.341 -0.020 1.731
H -5.245 -1.794 3.169
H -3.978 -2.530 5.168
H -1.814 -1.485 5.720
H -0.900 0.299 4.321
*
```

***

Density functional theory data (ωB97M-V with the def2-TZVPD basis set) for 6 unconnected molecules or ions with the total composition C39H42N7O10 at a distorted geometry.

For the HOMO energy, the calculation gives -11.4 eV. The gap between HOMO and LUMO is 8.40 eV.

ORCA input file:
```
! wB97M-V def2-TZVPD RIJCOSX def2/J DEFGRID3
* xyz 1 1
C 0.797 0.488 2.623
C 0.350 1.494 2.142
C -0.578 2.490 1.552
C -1.905 2.593 2.329
C -3.001 1.673 1.781
C -2.720 0.180 2.025
C -3.444 -0.395 3.272
N -3.125 -1.833 3.355
C -3.837 -2.540 2.271
C -4.032 -1.724 0.976
N -3.015 -0.643 0.786
H 1.148 -0.430 3.025
H -0.032 3.439 1.550
H -0.783 2.248 0.504
H -1.762 2.488 3.408
H -2.258 3.623 2.197
H -3.931 1.937 2.301
H -3.178 1.917 0.725
H -1.658 0.031 2.233
H -2.953 0.063 4.134
H -4.520 -0.213 3.247
H -2.138 -1.912 3.118
H -3.351 -3.497 2.080
H -4.830 -2.792 2.657
H -3.907 -2.419 0.138
H -5.048 -1.340 0.893
H -3.354 -0.060 0.019
H -2.153 -1.060 0.433
C 0.534 -7.578 0.523
C -0.112 -6.701 1.386
C -1.320 -6.133 1.018
C -1.871 -6.456 -0.212
C -1.234 -7.324 -1.083
C -0.023 -7.885 -0.710
N -3.159 -5.871 -0.597
O -3.682 -5.080 0.180
O -3.635 -6.191 -1.660
H 1.477 -8.025 0.814
H 0.326 -6.464 2.346
H -1.819 -5.452 1.691
H -1.666 -7.567 -2.043
H 0.487 -8.565 -1.377
C 4.235 -5.208 -4.962
C 3.982 -5.313 -3.601
C 3.403 -6.465 -3.093
C 3.086 -7.500 -3.958
C 3.327 -7.404 -5.317
C 3.904 -6.250 -5.819
N 2.492 -8.729 -3.419
O 2.276 -8.774 -2.219
O 2.250 -9.629 -4.192
H 4.693 -4.309 -5.357
H 4.239 -4.499 -2.937
H 3.207 -6.545 -2.033
H 3.073 -8.214 -5.986
H 4.100 -6.163 -6.879
C 5.227 1.536 0.793
C 5.959 1.106 -0.306
C 5.552 -0.011 -1.018
C 4.410 -0.684 -0.618
C 3.676 -0.270 0.479
C 4.089 0.845 1.187
N 3.958 -1.854 -1.380
O 4.631 -2.209 -2.327
O 2.933 -2.404 -1.022
H 5.544 2.413 1.343
H 6.845 1.645 -0.611
H 6.123 -0.343 -1.873
H 2.788 -0.802 0.789
H 3.522 1.180 2.045
C -0.555 5.671 -3.546
C -0.726 6.046 -2.220
C 0.183 5.629 -1.261
C 1.256 4.843 -1.644
C 1.435 4.456 -2.961
C 0.521 4.874 -3.915
N 2.231 4.419 -0.631
O 2.033 4.759 0.522
O 3.178 3.755 -0.997
H -1.263 6.003 -4.295
H -1.564 6.668 -1.932
H 0.048 5.923 -0.230
H 2.273 3.838 -3.252
H 0.650 4.582 -4.949
C -3.008 8.120 4.557
C -1.847 8.689 4.051
C -1.643 8.749 2.681
C -2.611 8.238 1.833
C -3.770 7.661 2.323
C -3.967 7.603 3.694
N -2.408 8.322 0.382
O -1.373 8.817 -0.015
O -3.290 7.892 -0.339
H -3.168 8.081 5.626
H -1.102 9.090 4.724
H -0.738 9.193 2.291
H -4.519 7.262 1.655
H -4.870 7.159 4.091
*
```